[1]
An isolated molecule of C22H32BrN3O5S. Source: OMol25; level of theory: the ωB97M-V functional and the def2-TZVPD basis.

Summary:
Total energy: -118919.45591 eV
Orbital gap: 8.846 eV
Molecular weight: 530.49 g mol⁻¹
Maximum force: 1.167 eV/A
SMILES string: CCOCCCNC(=O)C1CCN(S(=O)(=O)c2cc(Br)cc3c2N(C(=O)CC)CC3)CC1
ΔE to the lowest compared entry with this formula, charge and spin: 39.8 kJ/mol

XYZ file:
```
64
C22H32BrN3O5S (the ωB97M-V functional and the def2-TZVPD basis)
Br 5.465 1.769 -0.169
S 0.474 0.608 -2.258
O -0.723 -0.018 -1.742
O -3.537 2.889 0.991
O -0.192 -0.370 2.074
O 0.639 -2.018 -2.782
O 0.684 0.653 -3.664
N -2.800 1.193 -0.297
N 0.521 2.206 -1.718
N 0.921 -2.133 -0.555
C 3.927 -0.516 0.540
C 2.983 0.872 -1.216
C 1.894 0.019 -1.328
C 0.674 0.379 2.897
C 2.855 -1.365 0.412
C -1.722 3.160 -2.190
C 1.864 -1.121 -0.548
C 0.311 -2.514 -1.727
C -0.753 -3.581 -1.610
C 3.988 0.588 -0.310
C -0.233 3.129 -2.546
C -1.942 3.456 -0.694
C 0.305 2.338 -0.283
C -1.565 -0.037 2.197
C 2.511 -2.625 1.150
C -0.600 3.517 0.058
C -3.419 0.140 0.472
C 0.650 -0.043 4.365
C -2.847 2.483 0.072
C -2.344 -0.757 1.092
C 1.077 -2.921 0.666
C -0.227 -4.918 -2.134
H 1.671 0.213 2.478
H -1.582 -3.256 -2.241
H 0.351 -2.566 1.403
H -1.942 -0.324 3.187
H 3.014 1.755 -1.833
H 4.703 -0.689 1.269
H 1.281 2.478 0.201
H 1.434 0.481 4.905
H -2.110 0.863 -0.966
H -0.085 4.446 -0.192
H -1.684 1.051 2.095
H 0.590 -5.290 -1.519
H -0.305 0.200 4.824
H 0.816 -1.114 4.450
H -2.799 -1.669 1.478
H -1.021 -5.660 -2.137
H -4.055 -0.458 -0.190
H 3.205 -3.423 0.877
H 2.552 -2.494 2.230
H -4.040 0.608 1.240
H -0.789 3.527 1.133
H 0.436 1.450 2.815
H 0.139 -4.794 -3.150
H 0.213 4.123 -2.443
H -2.207 3.927 -2.795
H -2.162 2.202 -2.469
H -2.420 4.433 -0.575
H -0.094 2.793 -3.573
H -0.122 1.404 0.094
H -1.638 -1.027 0.303
H -1.109 -3.671 -0.584
H 0.920 -3.980 0.470
```

---

[2]
A cluster of 2 separate species, C4H12 in total. Source: OMol25; level of theory: the ωB97M-V functional and the def2-TZVPD basis.

Summary:
Total charge: +1
Total energy: -4330.80662 eV
Orbital gap (alpha / beta): 13.759 / 5.594 eV
Molecular weight: 60.14 g mol⁻¹
Maximum force: 2.562 eV/A
ΔE to the lowest compared entry with this formula, charge and spin: 41.0 kJ/mol
Spin multiplicity: 2

XYZ file:
```
16
C4H12 (the ωB97M-V functional and the def2-TZVPD basis)
C 1.194 0.462 1.993
C 0.342 -0.636 1.506
C -0.265 0.528 -1.324
C -1.265 -0.149 -2.283
H -2.240 -0.314 -1.821
H 2.235 0.300 1.677
H 0.246 -0.907 0.404
H -1.511 0.565 -3.081
H -0.776 0.831 -0.403
H -0.699 -0.703 1.855
H 0.377 -0.319 -0.970
H 0.844 1.485 1.919
H -0.895 -1.094 -2.665
H 1.340 0.201 3.075
H 0.771 -1.610 1.851
H 0.300 1.359 -1.733
```

---

[3]
A structure of composition C2H7N4. Source: OMol25; level of theory: the ωB97M-V functional and the def2-TZVPD basis.

Summary:
Total charge: +1
Total energy: -8138.43577 eV
Orbital gap: 10.108 eV
Molecular weight: 87.11 g mol⁻¹
Maximum force: 5.046 eV/A
ΔE to the lowest compared entry with this formula, charge and spin: 367.7 kJ/mol

XYZ file:
```
13
C2H7N4 (the ωB97M-V functional and the def2-TZVPD basis)
N 0.772 -0.478 -0.606
N -1.654 0.040 -0.013
N 0.903 0.200 0.365
N -1.035 1.528 1.727
C -0.896 0.640 0.824
C 1.729 -1.069 -1.392
H -2.640 -0.145 -0.016
H -2.026 1.803 2.072
H -0.970 -0.625 -0.490
H -0.157 1.610 2.364
H 1.411 -2.034 -1.402
H 2.712 -0.853 -0.984
H 1.851 -0.618 -2.448
```

---

[4]
A cluster of 13 separate species, C34H86Cl10N3O23P5 in total. Source: OMol25; level of theory: the ωB97M-V functional and the def2-TZVPD basis.

Summary:
Total energy: -259898.53700 eV
Orbital gap: 9.938 eV
Molecular weight: 1414.46 g mol⁻¹
Maximum force: 2.060 eV/A

XYZ file:
```
161
C34H86Cl10N3O23P5 (the ωB97M-V functional and the def2-TZVPD basis)
Cl 10.618 2.949 12.681
Cl 5.192 5.683 7.290
Cl 3.407 7.663 9.159
Cl 9.846 6.059 12.386
Cl 12.183 11.510 12.433
Cl 7.210 6.937 3.657
Cl 8.795 13.871 5.206
Cl 7.955 9.827 5.286
Cl 11.757 15.255 4.490
Cl 13.622 14.678 12.632
P 4.886 7.635 13.532
P 9.216 3.877 8.038
P 8.656 12.134 13.888
P 3.057 10.678 5.923
P 12.332 7.321 16.028
O 12.800 8.085 17.347
O 8.777 5.406 7.841
O 7.787 9.636 9.601
O 9.536 13.108 14.548
O 3.018 12.216 5.509
O 6.005 6.688 13.575
O 7.916 3.228 8.727
O 7.130 12.176 14.325
O 13.176 5.951 16.020
O 4.923 8.743 12.379
O 10.456 3.631 8.757
O 9.063 3.296 6.559
O 10.894 7.087 15.903
O 9.034 10.594 14.113
O 1.816 9.927 5.722
O 3.476 6.944 13.294
O 3.576 10.711 7.440
O 4.356 10.144 5.191
O 13.019 8.145 14.868
O 6.115 14.040 7.238
O 4.666 8.514 14.859
O 8.586 12.239 12.310
O 12.116 11.350 7.859
N 10.005 10.011 9.730
N 12.427 9.379 6.801
N 4.919 14.877 8.934
C 6.046 9.615 12.312
C 11.398 14.123 5.852
C 5.132 7.248 9.497
C 4.904 11.144 7.744
C 10.281 3.986 14.093
C 13.839 9.950 8.699
C 1.896 12.850 4.933
C 12.893 7.718 13.500
C 11.395 9.551 5.809
C 11.933 14.174 12.262
C 7.275 15.466 8.789
C 10.009 14.380 6.393
C 12.871 4.999 17.060
C 5.868 7.055 8.201
C 9.239 5.038 13.739
C 6.073 14.686 8.272
C 8.761 10.335 9.340
C 7.840 3.336 10.146
C 9.738 6.440 7.658
C 2.830 6.314 14.408
C 3.642 9.499 14.859
C 10.246 10.240 14.776
C 12.712 10.277 7.768
C 14.175 8.244 17.714
C 7.939 3.675 5.758
C 8.658 11.572 8.470
C 6.718 12.141 15.675
C 4.580 8.730 5.220
C 11.952 12.927 11.393
C 10.261 8.931 10.670
C 8.638 7.973 3.400
C 3.633 14.300 8.605
C 8.389 9.446 3.622
C 7.802 13.222 11.637
H 9.459 7.034 6.791
H 2.191 13.633 4.234
H 5.237 6.453 10.228
H 1.896 6.869 14.542
H 14.568 10.763 8.695
H 13.518 9.882 9.739
H 10.741 10.385 6.061
H 9.282 9.980 3.287
H 4.841 11.815 8.599
H 11.025 12.708 10.864
H 2.887 15.038 8.897
H 14.315 7.601 18.579
H 2.568 5.281 14.198
H 9.897 3.351 14.889
H 7.535 12.314 16.380
H 11.561 13.100 5.532
H 3.393 6.386 15.337
H 7.415 13.952 12.352
H 1.307 13.327 5.722
H 10.084 9.905 15.802
H 11.246 8.492 10.511
H 3.449 13.388 9.183
H 7.070 15.830 9.801
H 6.930 6.874 8.376
H 5.334 11.725 6.925
H 9.144 5.699 14.599
H 10.638 9.389 14.219
H 7.043 9.177 12.422
H 9.691 7.121 8.516
H 11.238 4.423 14.363
H 6.828 3.600 10.452
H 7.416 2.806 5.368
H 7.219 4.303 6.280
H 12.369 6.762 13.468
H 8.462 4.114 10.601
H 12.759 12.907 10.664
H 5.640 8.642 5.457
H 8.183 2.408 10.602
H 6.963 12.730 11.145
H 8.393 11.271 7.466
H 3.109 9.675 13.926
H 14.456 9.279 17.904
H 6.008 12.952 15.857
H 4.922 15.534 9.695
H 10.753 6.040 7.691
H 12.427 4.124 16.596
H 5.837 7.941 7.573
H 8.191 14.887 8.734
H 4.438 8.180 4.293
H 8.402 13.772 10.912
H 4.045 8.262 6.048
H 13.910 7.497 13.180
H 5.581 10.302 7.904
H 6.138 10.082 11.332
H 8.345 4.313 4.972
H 12.312 5.417 17.896
H 7.442 16.390 8.232
H 9.413 7.573 4.054
H 12.363 8.446 12.894
H 2.960 9.257 15.675
H 9.568 8.094 10.661
H 10.800 10.527 9.387
H 11.448 13.942 13.206
H 9.877 13.842 7.331
H 11.456 15.016 11.766
H 8.287 4.648 13.399
H 4.062 10.481 15.104
H 14.433 9.085 8.399
H 7.766 12.093 8.835
H 10.192 9.398 11.656
H 9.907 15.432 6.656
H 12.154 14.409 6.582
H 6.216 11.198 15.897
H 11.001 11.022 14.815
H 5.487 8.177 9.942
H 1.260 12.137 4.405
H 10.679 8.729 5.872
H 14.815 7.971 16.870
H 3.514 13.968 7.576
H 5.937 10.342 13.116
H 7.634 9.801 2.919
H 8.982 7.775 2.386
H 11.782 9.698 4.802
H 13.843 4.730 17.480
H 12.943 8.516 6.811
H 9.504 12.238 8.615
```